Record 1
{
  "formula": "C39H25AsBaFN3O4S3",
  "method": "ωB97M-V with the def2-TZVPD basis set",
  "symbols": ["Ba", "O", "C", "O", "C", "C", "C", "C", "C", "N", "C", "O", "O", "H", "H", "H", "H", "H", "S", "C", "C", "C", "C", "C", "C", "As", "C", "C", "C", "C", "C", "C", "C", "C", "C", "C", "C", "C", "H", "H", "H", "H", "H", "H", "H", "H", "H", "H", "H", "H", "H", "H", "S", "C", "C", "C", "C", "N", "C", "C", "C", "S", "C", "N", "H", "H", "F", "C", "C", "C", "C", "C", "C", "H", "H", "H", "H"],
  "xyz": [[0.6110, 1.3125, -0.1247], [-2.4257, 1.7415, -3.1305], [-1.4846, 1.1878, -2.3715], [-1.5046, 1.3138, -1.1586], [-0.4192, 0.4121, -3.0916], [-0.5683, 0.1650, -4.4173], [0.4642, -0.6313, -5.0262], [1.5106, -1.0618, -4.3031], [1.6365, -0.7198, -2.8845], [0.6034, 0.0170, -2.2882], [2.7044, -1.1189, -2.1745], [3.8216, -1.6612, -2.7658], [2.8094, -0.7169, -0.8352], [-3.0035, 2.2204, -2.5148], [-1.4193, 0.5363, -4.9649], [0.3910, -0.8997, -6.0740], [2.2757, -1.6835, -4.7474], [4.4082, -0.9335, -3.0183], [0.6792, -1.6674, 2.2837], [-0.7975, -1.9274, 3.2032], [-0.7978, -2.3836, 4.5353], [-1.9748, -2.6376, 5.2215], [-3.2157, -2.4473, 4.6152], [-3.2511, -1.9853, 3.3045], [-2.0698, -1.7280, 2.6190], [-1.9000, -1.0389, 0.8270], [-3.7963, -0.6832, 0.3424], [-4.5184, 0.2214, 1.1240], [-5.7845, 0.6496, 0.7445], [-6.3491, 0.1936, -0.4414], [-5.6345, -0.6899, -1.2391], [-4.3691, -1.1245, -0.8498], [-1.6879, -2.7406, -0.1315], [-0.6066, -2.9030, -0.9901], [-0.4343, -4.0953, -1.6847], [-1.3368, -5.1372, -1.5135], [-2.4108, -4.9854, -0.6414], [-2.5831, -3.7904, 0.0466], [0.1609, -2.5408, 5.0161], [-1.9261, -2.9916, 6.2462], [-4.1346, -2.6518, 5.1512], [-4.2076, -1.8308, 2.8175], [-4.0853, 0.6045, 2.0417], [-6.3246, 1.3482, 1.3722], [-7.3345, 0.5291, -0.7420], [-6.0574, -1.0445, -2.1717], [-3.8263, -1.8128, -1.4872], [0.1128, -2.1038, -1.1159], [0.4141, -4.2009, -2.3507], [-1.1999, -6.0691, -2.0500], [-3.1112, -5.7990, -0.4917], [-3.4146, -3.6779, 0.7336], [3.1840, 3.0242, 0.0462], [2.6471, 4.6829, 0.2395], [3.5153, 5.5903, 0.8738], [3.2176, 6.9273, 1.0689], [4.1798, 7.7863, 1.7357], [4.9500, 8.4559, 2.2681], [1.9913, 7.4192, 0.6131], [1.1158, 6.5493, -0.0156], [1.3891, 5.1878, -0.2217], [0.1675, 4.2239, -1.0413], [1.6199, 8.8117, 0.7782], [1.3169, 9.9159, 0.8983], [4.4660, 5.2110, 1.2251], [0.1664, 6.9300, -0.3689], [6.4976, -2.1437, 2.9811], [5.5989, -1.8133, 2.0119], [4.7481, -0.7497, 2.2205], [3.8408, -0.4222, 1.2295], [3.7884, -1.1444, 0.0448], [4.6388, -2.2251, -0.1406], [5.5567, -2.5553, 0.8589], [4.7855, -0.1864, 3.1429], [3.1755, 0.4137, 1.3892], [4.5807, -2.8286, -1.0275], [6.2243, -3.3991, 0.7363]],
  "lowdin_charge": [1.517, 0.130, -0.498, -0.309, -0.270, -0.042, -0.092, -0.023, -0.236, -0.111, -0.337, 0.016, -0.055, 0.142, 0.097, 0.092, 0.100, 0.123, 0.437, -0.771, -0.145, -0.126, -0.132, -0.137, -0.439, 1.235, -0.373, -0.132, -0.103, -0.118, -0.103, -0.109, -0.379, -0.103, -0.079, -0.109, -0.103, -0.116, 0.084, 0.086, 0.081, 0.084, 0.102, 0.094, 0.089, 0.093, 0.097, 0.072, 0.100, 0.089, 0.090, 0.101, 0.352, -0.749, -0.100, -0.223, -0.196, 0.119, -0.224, -0.104, -0.747, 0.347, -0.198, 0.118, 0.096, 0.094, 0.021, -0.293, 0.004, -0.045, -0.239, 0.000, -0.018, 0.123, 0.050, 0.104, 0.110],
  "relative_energy_kj_mol": 107.8,
  "homo_energy_ev": -2.050,
  "gap_ev": 5.9,
  "charge": -2
}


Record 2
{
  "formula": "C39H25Br3F4N2OPPdS",
  "method": "ωB97M-V with the def2-TZVPD basis set",
  "symbols": ["Pd", "F", "C", "C", "F", "C", "F", "C", "P", "C", "C", "C", "C", "C", "C", "C", "C", "C", "C", "C", "C", "C", "Br", "C", "F", "H", "H", "H", "H", "H", "H", "H", "H", "H", "H", "Br", "C", "C", "C", "Br", "C", "C", "C", "C", "N", "C", "C", "O", "H", "H", "H", "H", "N", "S", "C", "C", "C", "C", "C", "C", "C", "C", "C", "C", "C", "C", "H", "H", "H", "H", "H", "H", "H", "H", "H", "H", "H"],
  "xyz": [[0.6796, -1.0856, -0.7096], [-2.6938, -5.8200, 3.3946], [-1.9782, -4.7816, 3.0353], [-1.4379, -3.9212, 3.9967], [-1.6449, -4.1322, 5.2776], [-0.6783, -2.8269, 3.5817], [-0.1771, -1.9918, 4.4871], [-0.4320, -2.5565, 2.2342], [0.6450, -1.1303, 1.7778], [2.2259, -1.4995, 2.6049], [3.1404, -2.2247, 1.8354], [4.3806, -2.5521, 2.3575], [4.7126, -2.1478, 3.6452], [3.7995, -1.4382, 4.4143], [2.5529, -1.1019, 3.9026], [-0.1634, 0.2886, 2.5549], [-1.5578, 0.3491, 2.6434], [-2.1556, 1.4775, 3.1725], [-1.3772, 2.5515, 3.5852], [0.0070, 2.5014, 3.4780], [0.6175, 1.3785, 2.9500], [-0.9943, -3.4190, 1.2950], [-0.7878, -3.1532, -0.5888], [-1.7585, -4.5134, 1.6810], [-2.2826, -5.2907, 0.7512], [2.8757, -2.5146, 0.8190], [5.0933, -3.1042, 1.7657], [5.6836, -2.3855, 4.0496], [4.0511, -1.1458, 5.4224], [1.8449, -0.5660, 4.5168], [-2.1637, -0.4870, 2.3174], [-3.2294, 1.5188, 3.2694], [-1.8492, 3.4326, 3.9909], [0.6066, 3.3364, 3.8065], [1.6933, 1.3308, 2.8521], [5.7632, -0.9540, -1.2554], [4.5027, -0.9384, -2.6451], [4.8928, -0.9814, -3.9739], [3.9605, -0.9656, -5.0002], [4.5606, -0.9825, -6.7864], [2.5582, -0.9698, -4.7086], [1.5426, -1.0024, -5.6799], [0.2313, -1.1161, -5.2773], [-0.0637, -1.1878, -3.9134], [0.8662, -1.0828, -2.9789], [2.1562, -0.9678, -3.3516], [3.1217, -0.8819, -2.2689], [2.7500, -0.7836, -1.0700], [5.9468, -1.0252, -4.2161], [1.8031, -0.9595, -6.7274], [-0.5634, -1.1747, -6.0032], [-1.0804, -1.3496, -3.5726], [-0.4403, 0.7299, -0.7401], [-1.4864, 1.1491, -1.9030], [-1.1536, 2.9186, -2.1299], [-2.1654, 3.7594, -2.5626], [-1.8693, 5.1003, -2.7493], [-0.5926, 5.5757, -2.4900], [0.4139, 4.7126, -2.0856], [0.1398, 3.3676, -1.9064], [-3.0658, 1.2000, -1.0019], [-4.0082, 0.2433, -1.3417], [-5.2055, 0.2109, -0.6434], [-5.4301, 1.1144, 0.3839], [-4.4781, 2.0693, 0.7037], [-3.2756, 2.1157, 0.0176], [-0.3828, 1.3812, 0.0406], [-3.1585, 3.3869, -2.7587], [-2.6417, 5.7676, -3.0975], [-0.3837, 6.6284, -2.6016], [1.4112, 5.0836, -1.9073], [0.9187, 2.6809, -1.6042], [-3.8267, -0.4559, -2.1431], [-5.9573, -0.5166, -0.9069], [-6.3566, 1.0754, 0.9367], [-4.6671, 2.7898, 1.4838], [-2.5358, 2.8602, 0.2667]],
  "lowdin_charge": [0.710, 0.196, -0.106, -0.106, 0.188, -0.191, 0.128, -0.296, 1.073, -0.348, -0.110, -0.055, -0.030, -0.033, -0.076, -0.385, -0.092, -0.068, -0.036, -0.039, -0.087, -0.518, 0.935, -0.245, 0.115, 0.082, 0.113, 0.123, 0.123, 0.107, 0.114, 0.111, 0.122, 0.123, 0.113, 0.937, -0.548, -0.119, -0.550, 0.965, -0.154, 0.029, 0.015, -0.123, 0.014, -0.134, -0.359, -0.122, 0.122, 0.104, 0.131, 0.102, -0.229, 1.150, -0.389, -0.063, -0.018, -0.017, -0.032, -0.082, -0.378, -0.065, -0.022, -0.007, -0.038, -0.075, 0.053, 0.126, 0.130, 0.130, 0.126, 0.105, 0.115, 0.130, 0.132, 0.128, 0.125],
  "relative_energy_kj_mol": 0.0,
  "homo_energy_ev": [-15.983, -16.270],
  "gap_ev": [7.5, 4.2],
  "multiplicity": 5,
  "charge": 3
}